Formula: C22H27N7O3SSeZr
Source: OMol25
Level of theory: the ωB97M-V functional and the def2-TZVPD basis

Computed properties:
Total energy (eV): -117278.5519
Gap between HOMO and LUMO (Ha): 0.2599
Energy above the lowest of the compared OMol25 structures with the same formula, charge and spin (kcal/mol): 2.6
Molecular weight (g/mol): 639.75
Net charge: +2
HOMO energy (eV): -13.519
LUMO level (eV): -6.4

Each line ends with the Löwdin charge.
Positions of all 62 atoms, in Å:
Zr: 0.553 -0.393 0.179  1.663
N: -2.249 2.013 2.487  0.111
C: -1.379 1.658 1.529  -0.818
S: 0.322 1.482 1.971  0.680
N: -1.859 1.504 0.325  0.022
N: -0.917 1.023 -0.573  -0.140
C: -0.946 1.390 -1.805  -0.143
C: -1.878 2.353 -2.395  -0.173
C: -1.380 3.338 -3.252  -0.035
C: -2.237 4.272 -3.809  -0.049
C: -3.598 4.210 -3.534  -0.044
C: -4.098 3.226 -2.690  -0.048
C: -3.242 2.307 -2.108  -0.020
C: 0.179 0.817 -2.612  -0.228
C: 0.224 0.829 -3.983  0.013
C: 1.338 0.294 -4.624  0.014
C: 2.378 -0.228 -3.877  -0.001
C: 2.253 -0.235 -2.501  -0.095
N: 1.177 0.267 -1.883  -0.040
H: -1.911 2.336 3.375  0.097
H: -3.189 2.252 2.212  0.119
H: -0.318 3.399 -3.463  0.121
H: -1.844 5.044 -4.457  0.117
H: -4.270 4.932 -3.978  0.118
H: -5.158 3.178 -2.478  0.115
H: -3.627 1.551 -1.438  0.109
H: -0.605 1.237 -4.545  0.134
H: 1.385 0.291 -5.705  0.133
H: 3.264 -0.634 -4.342  0.127
H: 3.017 -0.658 -1.864  0.120
C: 4.147 0.384 3.894  0.023
N: 3.753 0.560 2.480  -0.078
C: 4.314 1.728 1.780  0.033
C: 2.915 -0.236 1.896  -0.420
O: 2.556 -0.090 0.672  -0.204
C: 2.311 -1.425 2.629  -0.054
O: 0.951 -1.469 2.199  -0.305
C: 0.229 -2.685 2.359  -0.071
C: -1.049 -2.471 1.565  -0.379
O: -1.154 -1.386 0.909  -0.172
N: -1.974 -3.382 1.584  -0.078
C: -3.236 -3.213 0.847  0.020
C: -1.806 -4.613 2.377  0.020
H: 5.001 1.027 4.081  0.106
H: 4.449 -0.641 4.094  0.107
H: 3.331 0.682 4.550  0.114
H: 5.399 1.655 1.795  0.112
H: 4.001 2.626 2.309  0.115
H: 3.954 1.754 0.760  0.094
H: 2.347 -1.332 3.709  0.138
H: 2.842 -2.326 2.309  0.165
H: 0.014 -2.853 3.414  0.157
H: 0.788 -3.529 1.950  0.143
H: -3.253 -2.236 0.379  0.089
H: -4.061 -3.311 1.550  0.111
H: -3.305 -3.990 0.088  0.105
H: -1.864 -4.403 3.444  0.111
H: -0.862 -5.100 2.138  0.105
H: -2.611 -5.291 2.114  0.107
Se: -1.018 -2.507 -2.362  0.775
C: 0.329 -2.554 -1.250  -0.933
N: 1.177 -2.429 -0.424  -0.041

Cartesian forces (eV/Å) of the 2 atoms listed first:
-0.1381 0.3487 0.7235
0.1760 0.0271 0.1399

Formula: C22H28N4O6
Source: OMol25
Level of theory: the ωB97M-V functional and the def2-TZVPD basis

Computed properties:
SMILES: O=C1c2ccccc2C(=O)c2ccccc21.CC(N)=O.CC(N)=O.CC(N)=O.CC(N)=O
Total energy (eV): -41515.5661
Gap between HOMO and LUMO (Ha): 0.3188
Energy above the lowest of the compared OMol25 structures with the same formula, charge and spin (kcal/mol): 33.5
Molecular weight (g/mol): 444.49
HOMO energy (eV): -9.679
LUMO level (eV): -1.0

Each line ends with the Löwdin charge.
Positions of all 60 atoms, in Å:
O: 1.928 5.213 4.743  0.110
C: 1.914 4.007 4.807  -0.268
C: 2.418 3.156 3.666  -0.091
C: 2.940 3.754 2.515  0.011
C: 3.552 2.937 1.550  -0.056
C: 3.525 1.554 1.652  -0.069
C: 2.845 0.986 2.714  -0.003
C: 2.274 1.793 3.718  -0.081
C: 1.766 1.060 4.916  -0.288
O: 1.812 -0.145 5.041  0.111
C: 1.098 1.885 5.946  -0.077
C: 0.401 1.253 6.984  0.015
C: -0.286 2.084 7.891  -0.058
C: -0.350 3.470 7.753  -0.049
C: 0.477 4.070 6.803  -0.013
C: 1.139 3.301 5.882  -0.084
H: 2.785 4.819 2.411  0.117
H: 3.902 3.378 0.625  0.104
H: 3.806 0.981 0.777  0.104
H: 2.860 -0.090 2.821  0.112
H: 0.323 0.180 7.040  0.117
H: -0.848 1.546 8.645  0.103
H: -0.902 4.001 8.514  0.106
H: 0.505 5.150 6.812  0.122
C: -2.673 0.687 -1.578  -0.004
C: -2.016 0.969 -2.910  -0.600
N: -0.930 1.767 -2.899  0.160
O: -2.330 0.372 -3.935  0.004
H: -1.974 0.872 -0.765  0.071
H: -2.855 -0.383 -1.564  0.072
H: -3.548 1.336 -1.558  0.088
H: -0.708 2.328 -2.096  0.099
H: -0.306 1.769 -3.687  0.106
C: -3.312 -5.240 -4.401  -0.003
C: -2.736 -5.025 -3.008  -0.595
N: -3.444 -4.224 -2.183  0.152
O: -1.581 -5.319 -2.733  0.015
H: -4.349 -4.911 -4.405  0.069
H: -3.322 -6.291 -4.694  0.083
H: -2.633 -4.782 -5.116  0.082
H: -3.215 -4.049 -1.219  0.111
H: -4.405 -4.041 -2.426  0.093
C: 1.430 -1.269 -0.029  -0.001
C: 0.020 -1.583 -0.464  -0.598
N: -0.198 -1.996 -1.714  0.185
O: -0.928 -1.516 0.322  0.004
H: 1.592 -1.390 1.037  0.075
H: 1.605 -0.234 -0.325  0.079
H: 2.119 -1.966 -0.511  0.083
H: 0.531 -2.188 -2.380  0.101
H: -1.128 -2.238 -2.012  0.097
C: -0.140 -1.458 -5.280  -0.028
C: 0.671 -1.245 -6.480  -0.598
N: 0.119 -1.193 -7.720  0.153
O: 1.902 -1.161 -6.417  0.007
H: -1.223 -1.531 -5.382  0.074
H: 0.110 -0.807 -4.450  0.066
H: 0.083 -2.491 -4.976  0.095
H: -0.866 -1.017 -7.830  0.100
H: 0.757 -0.896 -8.437  0.106

Cartesian forces (eV/Å) of the 2 atoms listed first:
0.5056 0.2175 0.1467
-1.2349 -0.4352 -0.9194

Formula: CH6BNOS
Source: OMol25
Level of theory: the ωB97M-V functional and the def2-TZVPD basis

Computed properties:
Total energy (eV): -16180.0791
Gap between HOMO and LUMO (alpha / beta) (Ha): 0.2261 / 0.2813
Energy above the lowest of the compared OMol25 structures with the same formula, charge and spin (kcal/mol): 122.3
Molecular weight (g/mol): 90.94
HOMO energy (alpha / beta) (eV): -6.207 / -7.612
LUMO level (alpha / beta) (eV): -0.1 / 0.0

Each line ends with the Löwdin charge.
Positions of all 11 atoms, in Å:
B: -0.622 -1.011 -0.439  -0.170
C: -0.901 0.100 0.759  -0.092
N: 2.052 0.167 -0.778  -0.496
O: -1.273 -1.932 -1.111  0.195
S: 2.186 1.326 0.334  0.655
H: -0.819 -2.563 -1.557  0.047
H: -1.700 -0.376 1.308  0.041
H: -1.256 0.928 0.173  0.036
H: 0.107 0.441 1.235  0.007
H: 2.444 -0.696 -0.356  -0.045
H: 1.342 2.036 -0.274  -0.178

Cartesian forces (eV/Å) of the 2 atoms listed first:
1.9580 1.9070 1.8925
1.7219 -1.7984 -2.1447